The following is a DFT calculation (ωB97M-V/def2-TZVPD) of 3 unconnected molecules or ions with the total composition C4H15N2O2 in a non-equilibrium geometry.

The calculation puts the maximum force at 2.217 eV/A. The expectation value of S² is 0.765. For the HOMO-LUMO gap (alpha / beta), the calculation gives 0.3451 / 0.1629 Ha. As for the total charge: +2. The calculation puts the total energy at -11446.2004 eV. Its energy above the lowest of the compared OMol25 structures with the same formula, charge and spin is 60.3 kcal/mol. As for the spin multiplicity: 2.

Cartesian coordinates (Å):
C  1.001488  -2.602096  -1.057602
C  0.882212  -1.660023  0.165246
C  -0.088004  -0.486961  -0.086693
N  -1.236865  1.850502  -1.032168
C  -0.356119  1.268761  -1.798863
N  0.256931  0.126437  -1.352141
H  1.582391  -2.243555  -1.912026
H  1.586239  -3.467512  -0.665285
H  0.021531  -2.986617  -1.409153
H  1.874145  -1.206408  0.282742
H  0.408170  -2.223763  0.955528
H  -0.124672  0.216970  0.770957
H  -1.125985  -0.873215  -0.207555
H  -1.657674  2.728559  -1.360827
H  -1.317343  1.787455  -0.015603
H  -0.235533  1.694678  -2.793734
H  0.864459  -0.346561  -2.032673
H  -0.769806  -2.110263  2.680533
H  -1.123045  -0.673800  3.233240
O  -1.146132  -1.245116  2.458079
H  0.904621  3.564004  1.498403
H  0.628750  2.500662  2.538566
O  0.682263  2.631840  1.577696

Atomic forces in eV per Å
0.19 -1.09 0.65
-1.08 0.33 -1.87
1.86 -0.68 -0.99
0.79 1.37 -0.42
-1.15 0.17 1.17
-1.07 0.88 0.40
-0.02 0.23 0.10
-0.48 0.42 -0.60
0.46 0.21 0.26
-0.11 -0.29 0.93
0.79 0.11 0.46
-0.20 0.21 -0.33
-0.18 -0.08 0.17
-0.04 -0.35 -0.24
0.12 -0.65 0.09
0.37 -0.48 -0.06
0.06 -0.23 0.34
-0.29 0.41 0.53
-0.04 -0.44 0.29
0.23 0.13 -0.64
0.12 0.20 -0.10
0.05 -0.01 -0.28
-0.39 -0.38 0.15

The following is a DFT calculation (ωB97M-V/def2-TZVPD) of 4 unconnected molecules or ions with the total composition C4H15N2O4S in a non-equilibrium geometry.

The calculation puts the maximum force at 4.103 eV/A. For the HOMO-LUMO gap, the calculation gives 0.2310 Ha. As for the total charge: -1. The calculation puts the total energy at -26399.0336 eV. Its energy above the lowest of the compared OMol25 structures with the same formula, charge and spin is 4.0 kcal/mol.

Cartesian coordinates (Å):
O  1.675681  -0.517605  0.710755
C  0.982909  -0.419467  -0.302931
N  0.193646  0.703849  -0.419851
C  -0.752342  0.980036  -1.510964
N  -2.136716  1.035730  -1.046011
C  1.076454  -1.454977  -1.359898
C  0.209870  -2.675466  -0.982951
S  -1.574144  -2.390404  -1.288726
H  0.150145  1.404908  0.379270
H  -0.687551  0.229652  -2.334990
H  -0.477393  1.967303  -1.935184
H  -2.244301  1.508284  -0.150835
H  -2.566739  0.028693  -1.030944
H  0.740235  -1.100778  -2.326793
H  2.161389  -1.773188  -1.440958
H  0.514534  -3.570005  -1.559745
H  0.297601  -2.895954  0.085996
H  3.057835  1.655604  2.156547
H  1.929237  0.647932  1.909563
O  2.219334  1.435617  2.476396
H  0.811135  2.437605  2.119147
H  0.359861  3.870984  1.853790
O  0.114145  2.927010  1.778942
H  -1.571954  -0.718075  1.250512
H  -2.301831  -2.058506  1.204808
O  -2.181044  -1.258779  1.765067

Atomic forces in eV per Å
0.47 -0.46 0.68
-0.43 2.20 0.61
0.13 -0.33 -0.07
-0.60 0.31 0.10
-0.82 -1.98 -0.74
0.72 -1.14 -0.39
-0.61 -0.27 -0.05
-0.07 -0.10 -0.15
0.31 -1.38 -1.36
-0.02 0.49 0.99
-0.15 -0.36 0.20
0.12 -0.33 -0.22
1.37 2.31 0.32
0.06 0.04 -0.17
-1.06 0.52 0.22
0.12 0.51 0.28
0.43 -0.02 -0.19
1.95 0.50 -0.78
0.36 0.52 0.29
-2.13 -1.28 0.46
2.78 -1.56 1.38
-0.17 -0.99 -0.08
-2.76 2.73 -1.32
-0.06 -0.18 -0.21
0.27 0.78 -0.01
-0.23 -0.53 0.19

The following is a DFT calculation (ωB97M-V/def2-TZVPD) of 2 unconnected molecules or ions with the total composition C4H15N2S in a non-equilibrium geometry.

The calculation puts the maximum force at 2.174 eV/A. For the HOMO-LUMO gap, the calculation gives 0.3720 Ha. As for the total charge: +1. The calculation puts the total energy at -18200.2981 eV. Its energy above the lowest of the compared OMol25 structures with the same formula, charge and spin is 17.0 kcal/mol.

Cartesian coordinates (Å):
C  1.476515  -0.175607  -1.868660
N  2.560412  -0.505706  -2.802979
C  2.103525  0.513795  -0.669845
N  1.037205  0.921993  0.293458
H  0.889122  -1.053483  -1.512231
H  0.771381  0.515607  -2.316754
H  3.111581  -1.281935  -2.387465
H  2.149312  -0.956203  -3.642167
H  2.613568  1.412892  -0.973409
H  2.801132  -0.155909  -0.169859
H  1.404836  1.267431  1.173363
H  0.444751  1.678340  -0.064893
H  0.397842  0.118105  0.518407
C  -1.885931  1.349336  1.935370
C  -2.330333  -0.107257  1.862829
S  -1.450731  -1.108539  0.592298
H  -1.909206  1.829640  0.979522
H  -0.807681  1.433642  2.306859
H  -2.482524  1.875962  2.648328
H  -2.115206  -0.635897  2.811089
H  -3.402376  -0.215257  1.631093
H  -2.020819  -0.491915  -0.470171

Atomic forces in eV per Å
0.12 -0.59 0.26
-0.46 -1.29 -0.07
-0.05 -0.09 -0.22
-0.25 -0.09 0.28
0.27 0.36 -0.19
-0.10 0.11 -0.40
-0.29 0.76 -0.31
0.34 0.64 0.57
0.34 0.20 -0.13
-0.06 0.11 0.20
0.30 0.03 0.20
0.11 -0.25 -0.16
-0.14 0.18 -0.16
1.89 -0.86 0.65
0.01 -0.44 0.11
-0.28 0.34 -0.01
-0.35 0.39 -0.62
-1.32 -0.23 -0.32
-0.45 0.50 0.33
-0.26 0.29 -0.47
0.45 0.14 0.27
0.18 -0.20 0.17

The following is a DFT calculation (ωB97M-V/def2-TZVPD) of 2 unconnected molecules or ions with the total composition C4H15N3O in a non-equilibrium geometry.

The calculation puts the maximum force at 1.215 eV/A. The expectation value of S² is 0.751. For the HOMO-LUMO gap (alpha / beta), the calculation gives 0.1103 / 0.3372 Ha. As for the total charge: -1. The calculation puts the total energy at -10907.7216 eV. Its energy above the lowest of the compared OMol25 structures with the same formula, charge and spin is 3.1 kcal/mol. As for the spin multiplicity: 2.

Cartesian coordinates (Å):
C  0.990466  -0.838639  0.020349
N  0.307614  0.031289  -0.961265
C  -0.074440  -0.674132  -2.152306
N  -1.267256  -1.503546  -1.955495
C  1.487891  -0.059816  1.245901
C  1.786231  1.417685  0.947253
N  0.498303  -0.209133  2.328126
H  1.868378  -1.248076  -0.485919
H  0.320750  -1.664394  0.274116
H  -0.527154  0.376410  -0.496335
H  0.715965  -1.332911  -2.465724
H  -0.177699  0.069039  -2.942883
H  -2.122694  -0.954035  -2.106053
H  -1.338895  -2.169767  -2.698988
H  2.433638  -0.510235  1.540068
H  0.876492  1.932777  0.653312
H  2.328022  1.834317  1.793470
H  2.461219  1.475632  0.093256
H  -0.434296  -0.201891  1.931819
H  0.565590  0.550107  2.992862
H  -2.150504  1.908084  0.365259
H  -3.110055  0.936966  -0.305674
O  -2.918594  1.342750  0.555984

Atomic forces in eV per Å
0.02 0.54 -0.83
0.83 -0.30 0.84
-0.75 0.32 -0.01
-0.47 0.27 -0.05
-0.68 0.27 0.01
0.35 -0.88 -0.56
0.34 -0.33 -0.01
-0.03 -0.11 -0.07
0.23 -0.18 0.44
-0.21 0.26 -0.34
0.59 -0.26 -0.01
-0.29 0.09 -0.17
0.29 0.29 0.46
0.21 -0.74 -0.51
0.07 -0.25 0.34
0.00 0.31 0.32
-0.32 0.36 0.23
0.06 0.06 -0.15
-0.11 0.16 0.09
-0.09 0.10 -0.04
-0.01 0.16 -0.11
-0.10 -0.09 -0.35
0.07 -0.03 0.48

The following is a DFT calculation (ωB97M-V/def2-TZVPD) of 2 unconnected molecules or ions with the total composition C4H15N3O in a non-equilibrium geometry.

The calculation puts the maximum force at 4.864 eV/A. For the HOMO-LUMO gap, the calculation gives 0.3419 Ha. As for the total charge: 0. The calculation puts the total energy at -10907.5602 eV. Its energy above the lowest of the compared OMol25 structures with the same formula, charge and spin is 45.6 kcal/mol. Its SMILES is NCC[C@H](N)CN.O.

Cartesian coordinates (Å):
N  0.266723  -2.712640  0.889312
C  0.375645  -2.322303  -0.547146
C  1.112243  -1.034592  -0.868421
C  0.261910  0.214855  -0.432359
N  -0.097125  0.997749  -1.669756
C  1.011437  1.085941  0.580897
N  0.286558  2.407552  0.664540
H  -0.740591  -2.524944  1.163782
H  0.889162  -2.103708  1.492578
H  -0.546168  -2.296511  -1.053217
H  0.904521  -3.218571  -0.971967
H  2.154520  -1.156458  -0.438559
H  1.462209  -0.890556  -1.870364
H  -0.699713  0.059317  0.110817
H  0.627544  1.495485  -2.017965
H  -0.423301  0.326003  -2.430787
H  1.018952  0.673717  1.581725
H  2.125376  1.215601  0.323015
H  0.005280  2.657155  -0.229287
H  -0.509371  2.398587  1.175220
O  -2.542299  1.004818  1.086144
H  -2.907511  0.851269  1.964632
H  -2.783021  1.963040  0.924747

Atomic forces in eV per Å
-1.34 1.92 0.63
2.35 -1.95 -0.27
0.64 -0.16 2.09
0.91 0.10 -0.55
-3.55 -3.21 0.85
0.02 1.96 -0.78
4.69 -0.61 -0.07
1.83 -0.18 0.02
-1.14 -0.86 -0.99
-1.60 -0.08 -0.17
-0.20 0.97 -0.21
-1.08 0.64 0.62
-0.71 -0.29 -1.08
0.62 -0.83 -0.81
3.04 1.72 -1.32
0.60 1.28 1.50
-0.16 -0.47 0.10
-1.61 0.16 0.08
-0.43 0.58 -1.98
-2.69 -0.65 2.24
-0.61 1.79 0.02
0.00 -0.16 0.02
0.42 -1.65 0.05

Which of these has the highest maximum force? number 5

What is the formula in the fifth record? C4H15N3O